The following is a DFT calculation (the ωB97M-V functional and the def2-TZVPD basis) of a cluster of 11 separate species, C28H81N3O11P in total in a non-equilibrium geometry.

Last column: Mulliken charge in e.
Element x y z (Å)
P: -1.6072 -0.0042 -0.4200  0.417
O: 2.6588 4.0125 2.9980  -0.419
O: -1.1168 -0.0769 1.2111  -0.353
O: 3.6419 -2.2682 5.8593  -0.514
O: -2.0775 7.9137 -0.6993  -0.508
O: 0.7127 -1.5188 4.3805  -0.418
O: 5.8519 -8.2775 -1.1623  -0.499
O: 1.1893 0.8394 -10.3635  -0.535
O: -0.0532 1.0271 -4.5223  -0.516
O: 0.3607 -2.8418 -0.9294  -0.553
O: 0.7090 -7.4854 0.1714  -0.463
O: -4.7072 0.3688 3.1102  -0.414
N: -0.3000 2.4574 -1.9476  0.007
N: -3.2552 2.1900 0.3564  0.100
N: -2.2058 3.7915 -1.8653  -0.525
C: -2.3802 1.6690 -0.7515  -0.575
C: 3.9838 -4.1627 4.3895  -0.694
C: 2.2443 5.3711 3.1335  -0.168
C: 6.1198 -8.4739 0.2237  -0.319
C: -1.3869 2.8214 -1.0954  -0.427
C: -1.9016 1.5494 -5.9847  -0.984
C: -1.4786 -0.6349 4.9013  -0.626
C: 1.4620 2.7157 -0.0892  0.326
C: 1.6444 -7.4825 -2.0618  -0.999
C: 3.7028 -3.6894 5.8034  -0.261
C: 2.7039 1.9867 0.5433  -1.383
C: 0.9074 1.9427 -1.3200  -1.089
C: -3.3602 4.3255 -1.1272  -0.704
C: -4.2581 8.8296 -0.1565  -0.933
C: -2.7828 8.7783 0.1934  -0.283
C: 3.4135 6.3156 2.9308  -1.070
C: -0.9926 0.4671 -5.4343  -0.056
C: -3.8422 3.5512 0.1351  -0.723
C: -0.7634 -4.7046 0.1499  -0.911
C: 1.2834 1.9605 -8.2174  -0.759
C: -0.0073 -0.6615 5.2671  -0.431
C: 0.5046 -3.8828 0.0398  0.100
C: 1.4299 0.6526 -8.9726  -0.247
C: -2.9872 -1.2754 -0.6643  -1.061
C: 1.9119 -7.6544 -0.5791  0.072
C: 5.9317 -7.1773 0.9886  -0.800
C: -5.6265 -1.4220 4.4629  -1.000
C: -5.8694 -0.0689 3.8248  -0.263
H: -4.4012 9.1979 -1.1753  0.319
H: -3.0424 1.5451 -1.6366  0.377
H: 2.8417 0.9700 0.1322  0.441
H: -1.6142 -0.2722 3.8783  0.028
H: 6.6046 -6.4039 0.6092  0.340
H: -4.7770 -1.3747 5.1459  0.179
H: 2.3221 -8.6470 -0.3696  0.304
H: 6.4652 -7.6121 -1.4828  0.289
H: 2.5612 -7.6032 -2.6411  0.337
H: -5.3871 -2.1709 3.7031  0.341
H: -2.8671 -2.1113 0.0387  0.322
H: 2.9329 -1.9856 5.2712  0.263
H: 4.1981 6.1218 3.6659  0.332
H: 1.2283 -6.4929 -2.2627  0.207
H: -2.4499 2.0437 -5.1767  0.318
H: -2.6434 8.3915 1.2027  0.269
H: -0.5498 1.4394 -3.8057  0.244
H: -2.6217 1.1337 -6.6923  0.378
H: 6.1262 -7.3169 2.0537  0.319
H: -1.6098 -4.0758 0.4467  0.324
H: 4.0405 -5.2523 4.3440  0.305
H: 0.9116 -8.2155 -2.4095  0.337
H: 1.7363 3.7520 -0.3440  0.415
H: 4.4966 -4.0104 6.4778  0.304
H: 2.7546 -4.1000 6.1666  0.241
H: 7.1423 -8.8477 0.3386  0.302
H: -1.6199 4.5246 -2.2400  0.331
H: -3.1466 5.3908 -0.8656  0.280
H: 4.9257 -3.7461 4.0283  0.270
H: -0.6470 -5.5030 0.8812  0.329
H: 0.7594 -3.4325 1.0056  0.106
H: 3.3321 3.8464 3.6633  0.258
H: 5.4328 -9.2373 0.5886  0.288
H: 0.8601 0.8705 -1.0396  0.242
H: -0.3650 -2.2789 -0.6479  -0.024
H: -2.9255 -1.5817 -1.7181  0.334
H: -1.0160 -5.1464 -0.8152  0.196
H: 3.8553 6.1694 1.9438  0.270
H: -6.0869 0.6792 4.5860  0.296
H: 2.5091 1.8485 1.6220  0.229
H: -1.5726 -0.3052 -4.9164  0.210
H: -1.8998 -1.6409 4.9434  0.273
H: 1.4722 5.5542 2.3849  0.209
H: 0.6995 2.7224 0.7211  -0.061
H: -4.8011 9.4818 0.5289  0.350
H: -0.3989 0.5469 1.3571  0.271
H: -3.9552 -0.7475 -0.5254  0.471
H: 1.9909 2.7048 -8.5918  0.409
H: 0.4228 0.3445 5.2170  0.264
H: 4.9132 -6.8056 0.8628  0.096
H: -1.3149 2.3178 -6.4899  0.190
H: 2.6271 -6.9080 -0.2330  -0.068
H: -2.0416 0.0107 5.5782  0.371
H: -2.3394 9.7768 0.1428  0.308
H: -6.5047 -1.7560 5.0166  0.370
H: 1.4590 1.8162 -7.1485  0.179
H: 3.1994 -3.8247 3.7071  0.091
H: 1.7044 1.9800 -2.0898  0.455
H: -4.6968 7.8303 -0.1120  0.193
H: -2.6717 2.2496 1.1974  0.430
H: 0.2826 2.3729 -8.3578  0.176
H: -4.5220 -0.2890 2.4341  0.199
H: -3.9772 1.5047 0.5877  0.405
H: 1.8309 1.4758 -10.6874  0.306
H: 1.3369 -4.5109 -0.2759  0.123
H: -3.6356 4.1719 1.0240  0.380
H: 2.4355 0.2400 -8.8405  0.263
H: -1.1280 3.3457 -0.1452  0.322
H: 0.7084 -0.0807 -8.6115  0.219
H: -6.7163 -0.1135 3.1331  0.280
H: -0.1411 3.1005 -2.7071  0.549
H: 1.8025 5.5101 4.1257  0.270
H: 0.1302 -1.0430 6.2781  0.354
H: -0.4331 -0.0084 -6.2397  0.180
H: 0.5998 -1.1785 3.4897  0.197
H: -4.9401 3.4498 0.1083  0.361
H: -2.1903 8.2609 -1.5880  0.296
H: 3.6208 2.5872 0.4816  0.330
H: -4.2111 4.3712 -1.8370  0.364
H: 0.0841 -8.1504 -0.1278  0.292
H: 3.0980 7.3561 3.0241  0.344

Forces on the atoms, in the same order (eV/Å):
1.62 -0.96 -0.94
-0.32 -0.01 -0.20
-1.74 0.38 -0.71
0.16 0.03 0.14
0.04 -0.34 0.20
0.24 -0.13 0.30
-0.26 -0.25 0.03
-0.26 -0.24 0.08
0.16 -0.09 -0.22
0.27 -0.12 -0.13
0.18 0.23 0.20
0.15 0.50 -0.32
-0.28 -0.81 0.92
0.34 0.07 0.46
-0.10 -1.17 0.52
-0.28 -0.33 -0.07
0.07 -0.05 -0.05
0.36 -0.01 0.24
0.19 0.37 -0.13
-1.12 1.38 -0.72
-0.08 -0.02 -0.10
-0.07 -0.01 0.02
0.15 -0.69 0.44
0.04 0.06 -0.05
-0.23 0.18 -0.28
-0.65 -0.06 0.33
1.84 0.21 0.06
-0.30 0.94 -0.87
-0.01 -0.04 0.01
-0.17 0.14 -0.31
0.00 0.03 -0.07
-0.09 0.34 0.25
-0.59 1.23 0.15
-0.08 0.01 0.01
-0.05 0.00 0.11
-0.14 0.08 -0.31
-0.36 0.15 0.09
0.22 0.35 -0.20
-0.33 1.77 0.85
-0.28 -0.26 -0.22
-0.05 0.00 0.09
0.11 0.02 0.03
-0.08 -0.38 -0.05
-0.01 0.09 0.06
0.48 -0.07 0.35
0.13 0.54 -0.10
-0.03 0.07 0.05
0.07 -0.05 0.07
-0.06 0.05 0.03
0.18 0.07 -0.06
0.06 0.05 -0.08
-0.03 -0.03 0.00
-0.12 -0.02 0.00
-0.10 0.24 -0.34
-0.13 0.00 -0.02
-0.06 0.07 0.06
0.07 0.01 0.03
-0.06 -0.08 0.00
0.13 -0.06 -0.08
0.06 -0.16 0.15
-0.02 0.06 0.01
0.01 0.05 -0.02
0.04 0.04 0.11
-0.02 0.02 -0.04
0.09 -0.06 -0.01
-0.35 -0.30 0.10
-0.03 0.13 0.04
0.07 -0.16 0.02
-0.04 -0.06 0.16
-0.05 0.19 0.27
-0.28 -0.77 0.25
0.02 -0.04 0.07
-0.02 0.01 -0.05
0.07 -0.15 0.06
0.07 -0.04 0.04
-0.01 -0.02 -0.16
-0.45 0.51 -0.30
0.04 0.02 -0.02
0.19 -0.04 0.45
0.08 -0.06 0.03
-0.07 0.03 -0.01
0.13 0.09 -0.12
0.22 0.12 -0.46
-0.04 -0.09 -0.16
0.03 0.01 0.07
0.01 -0.15 -0.01
0.26 0.36 -0.48
-0.01 0.00 -0.05
0.39 -0.04 -0.12
0.21 -0.76 0.07
0.07 -0.05 0.07
-0.04 0.02 0.15
-0.01 -0.07 0.05
0.01 -0.08 -0.04
-0.11 -0.01 0.13
-0.01 0.00 -0.04
-0.05 0.01 0.14
0.02 -0.02 -0.04
0.01 0.05 -0.01
-0.06 -0.08 0.05
-0.47 -0.11 0.25
0.00 0.02 0.08
-0.06 -0.22 -0.05
-0.01 -0.07 0.00
0.04 -0.27 0.16
-0.06 0.14 0.02
0.06 0.05 -0.07
0.00 0.11 -0.08
0.07 -0.54 -0.29
-0.05 -0.06 0.19
0.51 -0.60 -0.09
0.00 -0.03 -0.16
-0.07 0.03 0.11
0.05 0.20 0.17
-0.08 0.13 -0.06
0.14 -0.07 -0.09
0.08 0.00 0.11
0.00 -0.04 -0.11
0.54 -0.10 -0.12
0.04 0.07 -0.07
-0.27 -0.36 -0.22
0.38 -0.10 0.41
-0.05 -0.07 -0.01
0.04 -0.02 0.02

The total charge is +1. The frontier orbital gap is 8.30 eV. The calculation puts the highest occupied orbital energy at -0.414 Eh.